Molecular formula: C16H43N6O6
Method: DFT, wB97M-V/def2-TZVPD

Results
LUMO energy (alpha / beta): 0.7 / 0.6 eV
HOMO (alpha / beta): -1.8 / -9.1 eV
Electronic energy: -38513.3268 eV
Spin multiplicity: 2

Atoms and positions in Å:
O: -0.123650 0.124196 0.683787
H: -0.468970 1.017156 0.754377
H: 0.830720 0.041466 0.621177
H: -0.500450 -0.331524 -0.072493
O: -0.690590 1.524636 -2.377973
C: -1.082520 1.244716 -3.506073
N: -2.351010 1.384226 -3.857223
C: -0.060740 0.905016 -4.535073
H: -2.939570 1.737566 -3.116373
H: -2.644320 1.229386 -4.811213
H: -0.112380 -0.178944 -4.637363
H: 0.953460 1.237186 -4.313393
H: -0.343420 1.410006 -5.458753
O: -0.709900 2.634086 0.739707
C: -0.833260 3.700866 0.282597
N: -0.778740 3.879946 -1.014773
C: -0.942540 5.005856 1.132327
H: -0.904030 3.083756 -1.623453
H: -0.731960 4.845026 -1.308933
H: -1.336710 5.749306 0.439497
H: 0.018960 5.336466 1.525157
H: -1.693780 4.850056 1.906587
O: -0.264870 -1.559914 -1.373583
C: -0.981580 -2.410654 -1.931833
N: -0.692040 -2.968254 -3.073283
C: -2.189570 -2.893994 -1.232213
H: 0.086820 -2.726634 -3.669183
H: -1.396310 -3.610504 -3.407383
H: -3.028620 -2.380504 -1.701703
H: -2.058230 -2.671224 -0.173333
H: -2.239750 -3.971944 -1.385893
O: -3.047140 0.702366 2.186187
C: -3.567020 0.055376 1.262927
N: -4.055070 -1.116214 1.459607
C: -3.609810 0.639546 -0.161083
H: -4.696900 -1.595574 0.844487
H: -3.956280 -1.515794 2.381927
H: -2.984630 1.530096 -0.225643
H: -4.627870 0.897676 -0.452683
H: -3.163210 -0.185124 -0.716553
O: -0.826140 -2.243674 2.138697
C: -0.815550 -3.397544 2.500517
N: -1.823330 -3.912284 3.180567
C: 0.406450 -4.239094 2.316267
H: -1.858600 -4.895504 3.408917
H: -2.660530 -3.370484 3.340697
H: 0.719800 -4.188234 1.273517
H: 0.168280 -5.288814 2.487917
H: 1.295730 -3.895454 2.844647
C: 4.331110 1.426486 2.102967
C: 2.794300 1.145576 1.891057
N: 2.546040 0.294926 0.730067
C: 3.222640 -1.075674 0.792817
C: 2.879150 -1.861364 2.061697
C: 3.027730 0.855196 -0.526313
C: 2.473450 2.338166 -0.818853
H: 4.407740 2.013906 3.017937
H: 4.766950 1.963726 1.260647
H: 4.953720 0.547966 2.272217
H: 2.389780 0.663376 2.780977
H: 2.118470 2.000186 1.859377
H: 2.893150 -1.712664 -0.028013
H: 4.304480 -0.975944 0.704577
H: 3.195020 -2.902084 1.989327
H: 3.286320 -1.462084 2.990607
H: 1.796400 -1.807434 1.948407
H: 2.717800 0.288896 -1.404573
H: 4.114570 0.810286 -0.456563
H: 2.712820 3.135866 -0.115663
H: 1.389860 2.358236 -0.935083
H: 2.989880 2.736336 -1.692273

Atomic forces in eV per Å
O -1.820 -1.051 0.865
H -0.260 1.856 0.038
H 2.789 0.439 0.103
H -0.515 -1.235 -1.367
O -0.267 -0.138 1.030
C 1.833 1.057 0.224
N -0.390 -0.018 -0.194
C -0.442 -0.152 -0.817
H -0.449 -0.222 -0.390
H -0.294 -0.020 0.317
H 0.271 -0.141 -0.441
H -0.268 -0.139 0.547
H -0.023 -0.411 -0.318
O 0.118 -5.010 3.143
C 0.478 4.637 -0.024
N -0.357 1.989 -1.223
C -0.562 -0.756 -1.089
H 0.364 -0.328 -0.480
H -0.261 -0.488 -0.577
H 0.087 0.371 0.308
H -0.107 -0.225 0.087
H 0.313 -0.025 0.152
O 0.016 0.324 -0.339
C 1.248 1.369 2.139
N -0.203 -1.043 -1.367
C -0.001 -0.412 0.022
H -0.049 0.218 0.146
H 0.217 -0.108 -0.555
H -0.434 -0.149 0.207
H -0.329 0.083 -0.052
H -0.485 0.003 0.083
O -0.265 -0.696 -0.817
C 1.790 5.218 0.396
N -1.838 -3.967 0.577
C 0.243 -0.794 1.025
H 0.351 0.221 -0.211
H -0.023 0.291 -0.081
H -0.010 -0.171 0.180
H 0.039 -0.337 -0.229
H -0.291 0.326 -0.906
O -0.134 0.944 -0.575
C 1.698 1.120 -0.034
N -1.692 -1.584 1.020
C 0.098 -1.035 -0.883
H 0.023 0.270 -0.019
H 0.299 -0.005 -0.118
H -0.225 0.151 -0.188
H 0.375 -0.080 0.343
H -0.495 -0.045 0.491
C -1.228 0.566 0.319
C 1.164 -0.783 0.356
N -0.316 -2.338 -0.683
C 0.243 0.343 1.063
C -0.458 0.505 -0.936
C -0.617 2.692 -0.170
C 0.986 -0.801 0.295
H 0.224 0.264 -0.122
H -0.073 0.190 0.157
H -0.407 -0.280 -0.092
H 0.237 -0.521 0.004
H 0.606 0.511 -0.509
H -0.206 0.517 -0.313
H 0.190 0.287 -0.215
H 0.050 0.054 -0.204
H -0.307 0.204 -0.069
H -0.284 -0.398 1.233
H -0.147 -0.443 0.359
H 0.249 0.451 -0.547
H 0.139 -0.454 0.741
H 0.141 -0.260 -0.299
H -0.349 -0.405 -0.519

Molecular formula: C4H10N
Method: DFT, wB97M-V/def2-TZVPD

Results
LUMO energy: -3.5 eV
HOMO: -16.6 eV
Charge: +1
Electronic energy: -5793.5616 eV
Spin multiplicity: 1

Atoms and positions in Å:
C: 1.011408 -0.571863 0.557981
C: 0.318405 -1.032425 -0.703899
C: -1.076842 -0.423782 -0.505814
N: -0.786877 0.973937 0.073111
C: 0.639870 0.917233 0.552427
H: 0.535762 -1.080886 1.404483
H: 2.095935 -0.662077 0.635669
H: 0.925136 -0.607004 -1.512101
H: 0.187839 -2.099805 -0.866417
H: -1.660677 -0.381976 -1.427244
H: -1.555429 -0.950131 0.312476
H: -0.811892 1.524436 -0.781441
H: -1.422321 1.285937 0.799761
H: 1.241806 1.488795 -0.153026
H: 0.712970 1.397422 1.531104

Atomic forces in eV per Å
C -0.349 0.285 0.660
C 0.136 0.272 -0.142
C 0.644 -0.251 0.244
N 0.561 -0.922 -1.585
C 0.551 0.058 0.889
H 0.331 0.195 0.160
H -0.171 -0.274 -0.232
H -0.693 -0.123 -0.430
H 0.318 -0.057 0.158
H -0.210 0.240 0.425
H -0.401 -0.287 -0.291
H -0.374 0.912 0.574
H -0.302 0.110 -0.279
H 0.017 -0.106 0.027
H -0.058 -0.054 -0.176

Molecular formula: C3H11NO3
Method: DFT, wB97M-V/def2-TZVPD

Results
LUMO energy: 0.5 eV
HOMO: -9.7 eV
Electronic energy: -10921.4272 eV
Spin multiplicity: 1

Atoms and positions in Å:
C: 1.238862 0.426371 -0.710985
N: -0.226661 0.235509 -0.816340
C: -1.182122 1.331178 -0.664095
C: -0.566915 -0.927718 -1.362728
O: 0.155090 -1.947044 -1.360013
H: 1.663006 -0.487439 -0.401641
H: 1.613226 1.275617 -0.104651
H: 1.630317 0.692630 -1.717550
H: -0.999746 2.128101 -1.433255
H: -1.208354 1.889602 0.299739
H: -2.218499 0.808832 -0.827579
H: -1.642170 -1.018100 -1.713995
O: -0.430272 0.601675 2.276396
H: -0.183989 -0.255547 1.834794
H: 0.449639 1.140027 2.380397
O: 0.257666 -2.005910 1.536987
H: 0.989253 -2.060103 2.144759
H: 0.661676 -1.827677 0.639764

Atomic forces in eV per Å
C -0.295 1.964 -1.020
N 1.174 1.414 0.605
C -1.653 -0.022 -1.096
C -0.815 -2.731 0.386
O -0.711 1.709 -0.419
H 0.704 -0.811 0.301
H -0.957 -0.575 0.204
H -0.167 -0.491 0.374
H -0.322 -0.790 0.302
H 0.382 -1.189 -0.366
H 1.770 1.436 0.276
H 0.969 0.335 0.274
O 2.614 1.155 0.008
H -0.158 0.705 0.661
H -2.541 -1.758 -0.331
O 0.264 0.552 -1.524
H 0.431 -0.134 0.355
H -0.689 -0.768 1.009